1.
Below is C2HBrClF in the gas phase, with properties calculated with wB97M-V/def2-TZVPD.

Last column: Mulliken charge in e.
Positions of all 6 atoms, in Å:
C  -1.17  0.69  -0.42  -0.264
C  1.33  -1.62  -0.19  0.078
F  2.14  -0.79  0.49  -0.104
Cl  -0.18  -1.04  -0.23  0.139
Br  -0.24  2.19  0.04  -0.030
H  -1.88  0.57  0.31  0.181

As for the gap between HOMO and LUMO (spin up / spin down): 7.265 / 7.263 eV. Its highest occupied orbital energy (spin up / spin down) is -0.3138 / -0.3137 Ha. As for the energy above the lowest of the compared OMol25 structures with the same formula, charge and spin: 109.1 kcal/mol. The calculation puts the LUMO energy (spin up / spin down) at -1.27 / -1.27 eV. As for the charge: 0.

---

2.
Below is C2HBrClNO2 in the gas phase, with properties calculated with wB97M-V/def2-TZVPD.

Last column: Mulliken charge in e.
Positions of all 8 atoms, in Å:
C  1.27  0.57  0.65  0.137
C  -1.10  -0.55  -0.74  0.523
N  0.03  -0.22  -1.15  -0.287
O  0.83  0.69  -0.61  -0.115
O  1.95  1.49  1.02  -0.463
Cl  -2.06  -1.63  -1.58  -0.079
Br  -1.84  -0.15  1.18  -0.156
H  0.93  -0.20  1.24  0.441

As for the gap between HOMO and LUMO: 10.022 eV. Its highest occupied orbital energy is -0.3943 Ha. As for the energy above the lowest of the compared OMol25 structures with the same formula, charge and spin: 22.6 kcal/mol. The calculation puts the LUMO energy at -0.71 eV. As for the charge: 0.

---

3.
Below is 2 unconnected molecules or ions with the total composition C2HBrFO2, with properties calculated with wB97M-V/def2-TZVPD.

Last column: Mulliken charge in e.
Positions of all 7 atoms, in Å:
C  0.11  1.93  -0.20  0.742
C  0.41  -1.09  0.24  -0.347
O  -0.51  2.00  -1.17  -0.390
O  0.69  1.94  0.80  -0.367
F  -0.82  -0.50  0.68  -0.240
Br  -0.32  -2.27  -1.38  -0.457
H  0.45  -2.01  1.02  0.059

As for the gap between HOMO and LUMO: 6.572 eV. Its highest occupied orbital energy is -0.1090 Ha. As for the energy above the lowest of the compared OMol25 structures with the same formula, charge and spin: 31.7 kcal/mol. The calculation puts the LUMO energy at 3.61 eV. As for the charge: -1.

---

4.
Below is a gas-phase ion, C2HBrFO2 (charge -1), with properties calculated with wB97M-V/def2-TZVPD.

Last column: Mulliken charge in e.
Positions of all 7 atoms, in Å:
C  -0.84  1.63  0.28  0.518
C  0.40  0.86  -0.45  0.099
O  -1.68  0.76  0.63  -0.675
O  -0.71  2.88  0.37  -0.699
F  0.59  -0.34  0.07  -0.230
Br  0.01  0.79  -2.25  -0.189
H  1.37  1.33  -0.30  0.176

As for the gap between HOMO and LUMO: 7.712 eV. Its highest occupied orbital energy is -0.1571 Ha. As for the energy above the lowest of the compared OMol25 structures with the same formula, charge and spin: 0.5 kcal/mol. The calculation puts the LUMO energy at 3.44 eV. As for the charge: -1.

---

5.
Below is a molecular structure, C2HCl, with properties calculated with wB97M-V/def2-TZVPD.

Last column: Mulliken charge in e.
Positions of all 4 atoms, in Å:
C  -0.33  -0.88  0.12  -0.443
C  -0.72  -1.92  0.45  0.361
Cl  0.53  1.55  -0.70  -0.166
H  0.07  0.28  -0.34  0.249

As for the gap between HOMO and LUMO: 6.512 eV. Its highest occupied orbital energy is -0.4377 Ha. As for the energy above the lowest of the compared OMol25 structures with the same formula, charge and spin: 161.0 kcal/mol. The calculation puts the LUMO energy at -5.40 eV. As for the charge: 0.

---

6.
Below is a gas-phase ion, C2HCl2FN (charge +1), with properties calculated with wB97M-V/def2-TZVPD.

Last column: Mulliken charge in e.
Positions of all 7 atoms, in Å:
C  -1.18  0.12  -0.30  0.264
C  1.19  -0.22  0.12  0.550
N  0.03  -0.17  -0.40  -0.087
F  -2.19  0.02  -1.17  -0.104
Cl  1.85  1.31  0.59  0.031
Cl  2.01  -1.60  0.46  0.070
H  -1.71  0.54  0.70  0.276

As for the gap between HOMO and LUMO: 10.292 eV. Its highest occupied orbital energy is -0.6275 Ha. As for the energy above the lowest of the compared OMol25 structures with the same formula, charge and spin: 7.0 kcal/mol. The calculation puts the LUMO energy at -6.78 eV. As for the charge: +1.

---

7.
Below is 2 unconnected molecules or ions with the total composition C2HCl2N2O, with properties calculated with wB97M-V/def2-TZVPD.

Last column: Mulliken charge in e.
Positions of all 8 atoms, in Å:
C  1.02  0.22  -0.38  0.380
C  0.53  0.75  0.93  0.130
N  -1.82  -2.25  -1.10  -0.122
N  -1.22  -1.39  -1.49  0.136
O  1.34  -0.07  -1.40  0.045
Cl  -0.19  -0.60  1.85  0.024
Cl  -0.74  1.88  0.16  0.001
H  1.08  1.46  1.44  0.406

As for the gap between HOMO and LUMO: 10.523 eV. Its highest occupied orbital energy is -0.6260 Ha. As for the energy above the lowest of the compared OMol25 structures with the same formula, charge and spin: 6.2 kcal/mol. The calculation puts the LUMO energy at -6.51 eV. As for the charge: +1.

---

8.
Below is C2HCl3 in the gas phase, with properties calculated with wB97M-V/def2-TZVPD.

Last column: Mulliken charge in e.
Positions of all 6 atoms, in Å:
C  -0.74  0.62  0.48  -0.283
C  0.29  0.15  -0.37  0.450
H  -0.94  1.84  0.31  0.246
Cl  -1.63  -0.16  1.59  -0.111
Cl  0.73  1.13  -1.73  -0.149
Cl  1.12  -1.35  0.08  -0.153

As for the gap between HOMO and LUMO: 9.563 eV. Its highest occupied orbital energy is -0.3343 Ha. As for the energy above the lowest of the compared OMol25 structures with the same formula, charge and spin: 22.1 kcal/mol. The calculation puts the LUMO energy at 0.47 eV. As for the charge: 0.

---

9.
Below is C2HCl3S2 in the gas phase, with properties calculated with wB97M-V/def2-TZVPD.

Last column: Mulliken charge in e.
Positions of all 8 atoms, in Å:
C  0.66  0.22  -0.66  0.074
C  -0.19  -0.67  0.45  0.269
H  -0.50  2.07  0.10  0.219
S  0.04  1.70  -1.37  -0.077
S  2.06  -0.63  -0.96  -0.185
Cl  0.31  -2.24  0.71  -0.053
Cl  -0.39  0.15  2.07  -0.108
Cl  -2.00  -0.60  -0.33  -0.139

As for the gap between HOMO and LUMO: 7.851 eV. Its highest occupied orbital energy is -0.3370 Ha. As for the energy above the lowest of the compared OMol25 structures with the same formula, charge and spin: 35.5 kcal/mol. The calculation puts the LUMO energy at -1.32 eV. As for the charge: 0.

---

10.
Below is 2 unconnected molecules or ions with the total composition C2HCl4NO3, with properties calculated with wB97M-V/def2-TZVPD.

Last column: Mulliken charge in e.
Positions of all 11 atoms, in Å:
C  0.36  0.51  0.74  0.393
C  0.11  0.01  -1.47  0.196
N  -0.18  -0.83  1.25  0.869
O  0.65  -1.73  1.29  -0.500
O  -1.37  -0.94  1.45  -0.544
O  -0.53  1.50  0.69  -0.425
Cl  1.91  0.69  1.01  -0.051
Cl  -1.05  -1.32  -1.61  -0.093
Cl  -0.25  1.46  -2.30  -0.065
Cl  1.80  -0.60  -1.94  -0.148
H  -1.44  1.26  0.88  0.370

As for the gap between HOMO and LUMO (spin up / spin down): 7.954 / 7.955 eV. Its highest occupied orbital energy (spin up / spin down) is -0.3408 / -0.3408 Ha. As for the energy above the lowest of the compared OMol25 structures with the same formula, charge and spin: 53.0 kcal/mol. The calculation puts the LUMO energy (spin up / spin down) at -1.32 / -1.32 eV. As for the charge: 0.

---

11.
Below is 2 unconnected molecules or ions with the total composition C2HCl5, with properties calculated with wB97M-V/def2-TZVPD.

Last column: Mulliken charge in e.
Positions of all 8 atoms, in Å:
C  -0.09  1.15  -1.12  -0.228
C  0.23  -0.89  1.05  0.303
Cl  0.32  0.03  -2.27  -0.089
Cl  -1.67  1.24  -0.56  -0.084
Cl  -1.34  -0.48  1.58  -0.097
Cl  0.48  -2.14  -0.03  -0.080
Cl  1.42  -0.69  2.31  -0.157
H  0.66  1.78  -0.96  0.432

As for the gap between HOMO and LUMO (spin up / spin down): 8.271 / 7.413 eV. Its highest occupied orbital energy (spin up / spin down) is -0.3110 / -0.2976 Ha. As for the energy above the lowest of the compared OMol25 structures with the same formula, charge and spin: 89.3 kcal/mol. The calculation puts the LUMO energy (spin up / spin down) at -0.19 / -0.68 eV. As for the charge: 0.

---

12.
Below is 2 unconnected molecules or ions with the total composition C2HClF2S, with properties calculated with wB97M-V/def2-TZVPD.

Last column: Mulliken charge in e.
Positions of all 7 atoms, in Å:
C  3.05  -0.13  0.04  -0.007
C  2.68  1.10  -0.03  0.647
F  1.43  1.52  -0.29  -0.188
F  3.41  2.13  0.42  -0.203
S  3.59  -1.58  -0.23  -0.248
Cl  0.15  -1.24  -0.03  -0.251
H  -0.50  -2.33  -0.30  0.250

As for the gap between HOMO and LUMO: 7.478 eV. Its highest occupied orbital energy is -0.3235 Ha. As for the energy above the lowest of the compared OMol25 structures with the same formula, charge and spin: 38.8 kcal/mol. The calculation puts the LUMO energy at -1.33 eV. As for the charge: 0.

---

13.
Below is C2HClF2S in the gas phase, with properties calculated with wB97M-V/def2-TZVPD.

Last column: Mulliken charge in e.
Positions of all 7 atoms, in Å:
C  0.54  0.58  -0.49  -0.526
C  -0.21  -0.57  0.18  0.719
F  0.06  -0.78  1.45  -0.181
F  0.04  -1.65  -0.53  -0.194
S  1.06  1.87  0.71  -0.087
Cl  -2.01  -0.21  0.17  -0.139
H  0.51  0.76  -1.48  0.408

As for the gap between HOMO and LUMO (spin up / spin down): 7.676 / 7.677 eV. Its highest occupied orbital energy (spin up / spin down) is -0.3574 / -0.3574 Ha. As for the energy above the lowest of the compared OMol25 structures with the same formula, charge and spin: 29.0 kcal/mol. The calculation puts the LUMO energy (spin up / spin down) at -2.05 / -2.05 eV. As for the charge: 0.

---

14.
Below is 2 unconnected molecules or ions with the total composition C2HClF4S, with properties calculated with wB97M-V/def2-TZVPD.

Last column: Mulliken charge in e.
Positions of all 9 atoms, in Å:
C  1.10  0.29  0.49  0.484
C  0.13  -0.66  -0.25  0.266
F  0.38  0.99  1.46  -0.244
F  2.12  -0.35  0.93  -0.203
F  0.00  -1.90  0.24  -0.202
F  0.55  -0.76  -1.55  -0.213
S  -3.42  1.09  -1.21  -0.117
Cl  -2.21  0.27  0.16  0.043
H  1.37  1.05  -0.26  0.187

As for the gap between HOMO and LUMO (spin up / spin down): 7.305 / 5.685 eV. Its highest occupied orbital energy (spin up / spin down) is -0.3348 / -0.3168 Ha. As for the energy above the lowest of the compared OMol25 structures with the same formula, charge and spin: 78.1 kcal/mol. The calculation puts the LUMO energy (spin up / spin down) at -1.80 / -2.94 eV. As for the charge: 0.

---

15.
Below is a molecular structure, C2HClFN, with properties calculated with wB97M-V/def2-TZVPD.

Last column: Mulliken charge in e.
Positions of all 6 atoms, in Å:
C  0.23  0.54  0.88  0.040
C  0.01  -0.17  -0.40  0.306
N  0.20  1.01  1.92  -0.285
F  0.81  -1.18  -0.65  -0.188
Cl  -0.22  0.79  -1.87  -0.105
H  -1.04  -0.98  0.12  0.233

As for the gap between HOMO and LUMO: 11.494 eV. Its highest occupied orbital energy is -0.4226 Ha. As for the energy above the lowest of the compared OMol25 structures with the same formula, charge and spin: 34.1 kcal/mol. The calculation puts the LUMO energy at -0.01 eV. As for the charge: 0.

---

16.
Below is C2HClN2OS in the gas phase, with properties calculated with wB97M-V/def2-TZVPD.

Last column: Mulliken charge in e.
Positions of all 8 atoms, in Å:
C  0.53  0.48  -0.02  0.059
C  -0.21  -0.74  0.15  0.529
H  -0.79  2.25  1.13  0.158
N  1.79  -0.02  -0.59  -0.225
N  1.71  -1.31  -0.93  -0.086
O  0.41  -1.73  -0.57  -0.105
S  0.17  2.18  0.04  -0.201
Cl  -1.85  -0.73  0.74  -0.130

As for the gap between HOMO and LUMO: 9.154 eV. Its highest occupied orbital energy is -0.3413 Ha. As for the energy above the lowest of the compared OMol25 structures with the same formula, charge and spin: 56.6 kcal/mol. The calculation puts the LUMO energy at -0.13 eV. As for the charge: 0.

---

17.
Below is 2 unconnected molecules or ions with the total composition C2HClN2S, with properties calculated with wB97M-V/def2-TZVPD.

Last column: Mulliken charge in e.
Positions of all 7 atoms, in Å:
C  -0.87  -0.19  -0.01  0.330
C  -1.99  -0.63  0.00  -0.420
N  2.90  -0.17  -0.18  0.015
N  2.26  -0.99  0.16  -0.022
S  -3.59  -1.14  -0.04  -0.058
Cl  -4.50  0.69  0.01  -0.135
H  0.11  0.17  0.00  0.290

As for the gap between HOMO and LUMO: 8.591 eV. Its highest occupied orbital energy is -0.3364 Ha. As for the energy above the lowest of the compared OMol25 structures with the same formula, charge and spin: 0.0 kcal/mol. The calculation puts the LUMO energy at -0.56 eV. As for the charge: 0.

---

18.
Below is a gas-phase ion, C2HClNO2 (charge -1), with properties calculated with wB97M-V/def2-TZVPD.

Last column: Mulliken charge in e.
Positions of all 7 atoms, in Å:
C  -1.17  0.12  0.23  0.532
C  -2.56  -0.41  0.00  0.439
N  -0.04  -0.50  0.25  -0.651
O  -3.26  -0.87  0.89  -0.700
O  -2.84  -0.35  -1.18  -0.632
Cl  -1.32  1.81  -0.05  -0.232
H  0.74  0.07  -0.10  0.245

As for the gap between HOMO and LUMO: 8.182 eV. Its highest occupied orbital energy is -0.1653 Ha. As for the energy above the lowest of the compared OMol25 structures with the same formula, charge and spin: 30.1 kcal/mol. The calculation puts the LUMO energy at 3.68 eV. As for the charge: -1.

---

19.
Below is a molecular structure, C2HClNO4, with properties calculated with wB97M-V/def2-TZVPD.

Last column: Mulliken charge in e.
Positions of all 9 atoms, in Å:
C  -0.49  -1.05  0.08  0.512
C  -1.90  0.80  -0.14  0.678
N  0.58  -0.53  0.20  -0.133
O  -2.13  0.95  0.96  -0.360
O  -1.38  -1.81  0.04  -0.557
O  -1.93  0.79  -1.27  -0.360
O  1.19  0.65  0.19  -0.315
Cl  3.86  -0.11  -0.20  -0.792
H  2.21  0.31  0.12  0.328

As for the gap between HOMO and LUMO: 8.214 eV. Its highest occupied orbital energy is -0.1868 Ha. As for the energy above the lowest of the compared OMol25 structures with the same formula, charge and spin: 13.6 kcal/mol. The calculation puts the LUMO energy at 3.13 eV. As for the charge: -1.

---

20.
Below is 2 unconnected molecules or ions with the total composition C2HClO2S, with properties calculated with wB97M-V/def2-TZVPD.

Last column: Mulliken charge in e.
Positions of all 7 atoms, in Å:
C  0.74  -0.51  -0.47  -0.674
C  0.65  -1.62  0.23  0.798
O  0.41  -2.47  1.02  -0.365
O  -1.76  2.75  0.83  -0.299
S  -1.89  1.49  0.08  0.306
Cl  1.87  0.81  -0.38  -0.113
H  -0.02  -0.46  -1.31  0.347

As for the gap between HOMO and LUMO (spin up / spin down): 7.677 / 7.564 eV. Its highest occupied orbital energy (spin up / spin down) is -0.3405 / -0.3374 Ha. As for the energy above the lowest of the compared OMol25 structures with the same formula, charge and spin: 58.9 kcal/mol. The calculation puts the LUMO energy (spin up / spin down) at -1.59 / -1.62 eV. As for the charge: 0.